[1]
An isolated molecule of C5H8O at a distorted geometry. Source: the OMol25 dataset; level of theory: ωB97M-V with the def2-TZVPD basis set.

The geometry in XYZ format:
```
14
C5H8O | the OMol25 dataset | ωB97M-V with the def2-TZVPD basis set
C -1.74688 0.28225 0.26506
C -0.38413 0.65957 -0.26280
C 0.37243 -0.31962 0.84783
C 1.43218 -0.56146 -0.18101
C 0.96028 0.68739 -0.94297
O -0.18994 0.29675 -1.64932
H -1.83508 0.53149 1.32281
H -1.74664 -0.83063 0.23275
H -2.56230 0.61856 -0.34254
H 0.63805 0.44106 1.59268
H -0.09090 -1.17587 1.38478
H 2.45217 -0.60905 0.16837
H 1.15765 -1.45435 -0.76246
H 1.63286 1.43970 -1.34498
```

Output
Strongest force on any atom (eV/Å): 3.43
Charge: 0
Total energy (Eh): -270.373789
LUMO energy (Eh): 0.04095
Molecular weight (g/mol): 84.1
HOMO-LUMO gap (hartree): 0.3525
SMILES: C[C@]12CC[C@H]1O2
ΔE to the lowest compared entry with this formula, charge and spin (kcal per mole): 115.5


[2]
A structure of composition C8H11N3 at a distorted geometry. Source: the OMol25 dataset; level of theory: ωB97M-V with the def2-TZVPD basis set.

The geometry in XYZ format:
```
22
C8H11N3 | the OMol25 dataset | ωB97M-V with the def2-TZVPD basis set
C -0.83173 -3.28678 1.60547
C -0.50936 -0.17722 -0.88700
C 0.74735 0.11313 -1.43480
C 1.66906 1.05488 -1.04204
C 1.09156 2.09581 -0.21302
C 1.97749 3.24937 0.24041
C -0.10386 1.92902 0.36808
C -0.89336 0.85417 0.08981
H 0.36541 -3.59281 1.51584
H -1.17242 -3.53862 2.85779
H -1.59762 -3.97903 1.10678
H 0.03965 -1.30999 1.34703
H 0.81259 -0.59089 -2.22475
H 2.54496 1.15334 -1.32948
H 3.03515 2.93652 0.10800
H 1.45835 3.11150 1.49705
H 1.93393 4.19416 -0.38323
H -0.68151 2.49572 1.28734
H -1.60597 0.41415 1.06062
N -1.02052 -1.75687 1.27200
N -1.25523 -2.13866 -0.18552
N -1.15500 -1.28852 -0.97283
```

Output
Strongest force on any atom (eV/Å): 11.41
Charge: 0
Total energy (Eh): -475.378751
LUMO energy (Eh): 0.01328
Molecular weight (g/mol): 149.2
HOMO-LUMO gap (hartree): 0.3163
ΔE to the lowest compared entry with this formula, charge and spin (kcal per mole): 192.8


[3]
A structure of composition C29H42BCuN6O3S3. Source: the OMol25 dataset; level of theory: ωB97M-V with the def2-TZVPD basis set.

The geometry in XYZ format:
```
85
C29H42BCuN6O3S3 | the OMol25 dataset | ωB97M-V with the def2-TZVPD basis set
Cu 0.18724 0.53328 0.74201
C -3.11727 4.37464 -0.61778
C -2.59639 3.65174 -1.86047
C -1.12101 3.98247 -2.04458
C -3.34338 4.09638 -3.11977
N -2.87577 2.18326 -1.65461
C -4.19078 1.74694 -1.61392
C -4.17641 0.43839 -1.30922
N -2.86243 0.05454 -1.15922
B -2.55185 -1.35566 -0.62476
N -2.50022 -1.45404 0.94695
C -2.34092 -2.68352 1.48804
C -2.29029 -2.55203 2.84088
N -2.43356 -1.23414 3.13964
C -2.59664 -0.54159 1.96272
S -2.96951 1.09170 1.77476
C -2.40492 -0.80030 4.59316
C -1.07502 -1.28737 5.17156
C -3.59566 -1.47299 5.27683
C -2.50170 0.70418 4.79832
N -1.28052 -1.97686 -1.27171
C -1.40160 -2.45888 -2.55727
C -0.18817 -2.86503 -2.97075
N 0.69790 -2.63593 -1.93451
C 0.01190 -2.08693 -0.90360
S 0.67434 -1.66101 0.64008
C 2.17864 -2.89586 -2.01777
C 2.50251 -3.48404 -3.38906
C 2.91777 -1.56879 -1.86862
C 2.58269 -3.90948 -0.95142
C -2.07739 1.13161 -1.36588
S -0.34685 1.09670 -1.35709
H -2.95487 5.44692 -0.72988
H -2.58192 4.03652 0.27087
H -4.18429 4.20996 -0.46631
H -1.07188 5.05310 -2.24802
H -0.68061 3.45499 -2.88925
H -0.53440 3.77375 -1.15490
H -3.10672 5.14231 -3.31303
H -4.42509 4.02553 -3.02460
H -3.02918 3.51115 -3.98464
H -5.01537 2.40444 -1.80798
H -4.98510 -0.25939 -1.18581
H -3.47172 -2.05038 -0.96549
H -2.26056 -3.56761 0.87936
H -2.15166 -3.30513 3.59321
H -0.97575 -2.37194 5.14080
H -1.01753 -0.98352 6.21669
H -0.24144 -0.83852 4.63294
H -3.53971 -2.56033 5.23591
H -4.53267 -1.15291 4.81984
H -3.61182 -1.18227 6.32699
H -1.70074 1.24403 4.29984
H -2.40540 0.86484 5.87320
H -3.45866 1.10855 4.48036
H -2.35044 -2.47742 -3.06338
H 0.10985 -3.30310 -3.90197
H 2.26345 -2.79482 -4.19959
H 1.99849 -4.43631 -3.55921
H 3.57515 -3.66928 -3.42404
H 2.57491 -0.85885 -2.62509
H 3.98664 -1.73551 -2.01381
H 2.76978 -1.13585 -0.88446
H 2.04310 -4.84768 -1.09095
H 2.40484 -3.54214 0.05526
H 3.64946 -4.11436 -1.05239
C 3.00657 2.75780 -1.27818
C 3.27650 1.64115 -0.30858
O 2.38552 1.22401 0.41248
C 4.63160 1.03326 -0.23896
C 4.88835 0.08379 0.74992
C 6.12497 -0.53205 0.81261
C 7.10922 -0.20849 -0.11498
C 6.86095 0.73579 -1.09996
C 5.62434 1.36178 -1.15851
H 2.00819 3.14682 -1.09683
H 3.06555 2.38157 -2.30238
H 3.74700 3.55190 -1.18050
H 4.10595 -0.15915 1.45694
H 6.32666 -1.26340 1.58417
H 8.07573 -0.69298 -0.06472
H 7.62906 0.98817 -1.81861
H 5.43607 2.09775 -1.92865
O -0.42189 1.81917 1.97207
O 0.11678 0.78296 2.57926
```

Output
Strongest force on any atom (eV/Å): 0.58
Charge: +1
Total energy (Eh): -4544.246946
LUMO energy (spin up / spin down) (Eh): -0.13567 / -0.17019
Molecular weight (g/mol): 693.3
Expectation value of S²: 1.048
Multiplicity: 2
HOMO-LUMO gap (spin up / spin down) (hartree): 0.2583 / 0.2228


[4]
An isolated molecule of C6H13N. Source: the OMol25 dataset; level of theory: ωB97M-V with the def2-TZVPD basis set.

The geometry in XYZ format:
```
20
C6H13N | the OMol25 dataset | ωB97M-V with the def2-TZVPD basis set
C -1.83112 -1.61582 -0.39216
N -1.26940 -0.51312 -0.64685
C -0.63322 0.19194 0.45616
C -1.22722 1.59516 0.55160
C 0.89527 0.21136 0.24101
C 1.47782 -1.19605 0.38495
C 1.30392 0.85545 -1.09955
H -2.30381 -2.17634 -1.20085
H -1.87231 -2.05714 0.61581
H -0.82119 -0.33163 1.41250
H -2.30178 1.54672 0.75567
H -0.74727 2.15866 1.35942
H -1.08899 2.14230 -0.38606
H 1.29533 0.82247 1.06174
H 1.05256 -1.86841 -0.36963
H 1.26282 -1.61979 1.37367
H 2.56521 -1.18741 0.24868
H 0.43722 1.19758 -1.67133
H 1.83414 0.13952 -1.73562
H 1.96900 1.71148 -0.95032
```

Output
Strongest force on any atom (eV/Å): 0.45
Charge: 0
Total energy (Eh): -291.143161
LUMO energy (Eh): 0.04328
Molecular weight (g/mol): 99.2
HOMO-LUMO gap (hartree): 0.3999
SMILES: C=N[C@H](C)C(C)C
ΔE to the lowest compared entry with this formula, charge and spin (kcal per mole): 9.8


[5]
A structure of composition C3H4Br2N2O3 at a distorted geometry. Source: the OMol25 dataset; level of theory: ωB97M-V with the def2-TZVPD basis set.

The geometry in XYZ format:
```
14
C3H4Br2N2O3 | the OMol25 dataset | ωB97M-V with the def2-TZVPD basis set
C -0.70959 1.76537 0.04206
C -1.11852 0.57567 0.84305
C 1.27137 -1.30271 0.63764
N -0.27605 1.44512 -1.19622
N 0.46973 -1.73873 -0.34926
O -0.46235 -2.47994 -0.01145
O -0.49088 2.79037 0.66471
O 0.62296 -1.30934 -1.47917
Br -2.19409 -0.84761 0.29523
Br 2.75479 -0.25294 0.16539
H -1.34348 0.76768 1.96554
H 1.33139 -1.96540 1.59293
H -0.34075 0.53471 -1.57341
H 0.48549 2.01773 -1.59704
```

Output
Strongest force on any atom (eV/Å): 3.44
Charge: 0
Total energy (Eh): -5599.746571
LUMO energy (spin up / spin down) (Eh): -0.09436 / -0.06287
Molecular weight (g/mol): 275.9
HOMO-LUMO gap (spin up / spin down) (hartree): 0.2369 / 0.2926
ΔE to the lowest compared entry with this formula, charge and spin (kcal per mole): 90.5


Which formula does entry 4 have? C6H13N


Number 3 is which compound? C29H42BCuN6O3S3


Look up the total energy of the first one. -270.373789 Eh